(1)
52
Properties=species:S:1:pos:R:3:forces:R:3:nbo_charge:R:1 method="wB97M-V/def2-TZVPD" mol_weight_g_mol=358.446 orbital_gap_ha=0.3209 smiles=CCOc1nc(NCCN2CCOCC2)nc(Nc2ccc(C)cc2)n1 lumo_energy_ev=0.76 total_charge=0 de_lowest_kj_mol=33.4 e_homo_ev=-7.98
C -1.9653 -5.4449 -0.9982 0.20 0.15 0.32 -0.6376
C -1.8178 -5.0238 0.4581 -0.63 -0.20 -0.23 -0.0708
O -0.4911 -4.6136 0.7631 0.31 0.07 0.02 -0.4658
C -0.1244 -3.3990 0.3750 0.29 0.65 -0.08 0.7275
N -0.9993 -2.6112 -0.2354 -0.35 -0.27 0.05 -0.6385
C -0.5272 -1.4039 -0.5674 0.17 -0.44 0.10 0.6182
N -1.3735 -0.5947 -1.2230 -0.31 -0.06 -0.04 -0.5760
C -1.0561 0.7706 -1.5537 0.21 0.44 0.28 -0.2479
C -1.0658 1.7217 -0.3339 0.08 -0.18 -0.28 -0.2171
N -2.3462 2.0864 0.2212 -0.11 -0.01 -0.02 -0.4482
C -3.2091 2.8649 -0.6443 -0.22 0.12 0.29 -0.2512
C -4.3391 3.4467 0.2095 0.16 0.17 -0.33 -0.0700
O -5.0716 2.4298 0.8518 -0.15 -0.05 -0.06 -0.5229
C -4.2274 1.6461 1.6639 0.20 -0.35 0.06 -0.0720
C -3.1025 1.0163 0.8388 -0.28 0.23 0.27 -0.2460
N 0.7067 -0.9666 -0.3205 0.10 0.39 -0.12 -0.6299
C 1.4951 -1.8434 0.2917 -0.52 -0.48 0.02 0.6136
N 2.7764 -1.5429 0.6006 0.15 -0.46 0.22 -0.5797
C 3.5201 -0.3867 0.4019 0.17 0.52 -0.15 0.2258
C 2.9950 0.7743 -0.1566 -0.13 -0.04 -0.02 -0.2803
C 3.7976 1.8887 -0.3175 0.26 -0.06 0.10 -0.1838
C 5.1309 1.8850 0.0676 -0.04 0.07 -0.01 -0.0448
C 6.0033 3.0894 -0.1202 0.04 -0.06 -0.03 -0.6229
C 5.6479 0.7211 0.6264 -0.13 0.03 -0.04 -0.1994
C 4.8594 -0.3983 0.7935 -0.11 -0.05 -0.03 -0.2478
N 1.1270 -3.0763 0.6611 0.18 -0.35 0.18 -0.5877
H -2.9700 -5.8205 -1.1708 -0.11 -0.06 -0.04 0.2129
H -1.7876 -4.5912 -1.6466 -0.04 0.00 -0.08 0.2238
H -1.2467 -6.2254 -1.2358 0.03 -0.11 -0.04 0.2111
H -2.5119 -4.2088 0.6869 0.08 -0.19 0.05 0.1948
H -2.0025 -5.8685 1.1262 0.01 0.15 -0.05 0.1898
H -2.3180 -0.9325 -1.3089 0.11 -0.02 -0.01 0.4082
H -0.0483 0.7814 -1.9769 -0.12 0.09 -0.10 0.2208
H -1.7618 1.1145 -2.3115 0.07 -0.04 -0.03 0.2046
H -0.4788 1.2542 0.4605 0.08 0.07 -0.06 0.2136
H -0.5665 2.6495 -0.6268 0.09 -0.02 0.01 0.1982
H -2.6314 3.6760 -1.0915 -0.02 0.02 -0.05 0.2051
H -3.6568 2.2569 -1.4505 0.03 0.05 -0.01 0.1618
H -5.0528 3.9939 -0.4088 0.08 0.02 0.03 0.1913
H -3.9060 4.1248 0.9599 -0.02 -0.02 -0.09 0.1662
H -4.8604 0.8782 2.1116 0.07 0.03 0.02 0.1918
H -3.7872 2.2696 2.4560 -0.02 -0.08 -0.04 0.1668
H -2.4437 0.4356 1.4863 -0.01 -0.07 0.00 0.2109
H -3.5593 0.3414 0.0940 0.01 -0.02 0.08 0.1555
H 3.2540 -2.3146 1.0482 -0.13 0.12 -0.08 0.4133
H 1.9622 0.7885 -0.4574 0.02 0.06 -0.01 0.2514
H 3.3723 2.7823 -0.7521 -0.04 0.09 -0.04 0.2046
H 6.7205 2.9140 -0.9224 0.07 0.08 -0.04 0.2171
H 5.4098 3.9631 -0.3770 0.01 0.09 -0.01 0.2130
H 6.5658 3.3016 0.7874 0.05 0.09 0.03 0.2158
H 6.6832 0.6937 0.9352 0.10 -0.02 0.04 0.2092
H 5.2787 -1.2935 1.2315 0.05 -0.10 0.05 0.2036



(2)
53
Properties=species:S:1:pos:R:3:forces:R:3:nbo_charge:R:1 method="wB97M-V/def2-TZVPD" mol_weight_g_mol=435.311 orbital_gap_ha=0.3319 smiles=Brc1ccc2c(c1)OCCOCCOCCOCCOCCOCCO2 lumo_energy_ev=0.76 total_charge=0 de_lowest_kj_mol=26.1 e_homo_ev=-8.27
Br 4.3914 3.1340 1.2738 -0.06 -0.10 -0.06 0.0439
C 3.3646 1.7327 0.4979 -0.03 0.18 0.06 -0.0935
C 2.2008 2.0316 -0.1792 0.19 0.10 0.14 -0.2484
C 1.4625 1.0000 -0.7359 -0.04 -0.31 -0.06 -0.3018
C 1.8643 -0.3241 -0.6188 0.24 0.03 0.09 0.3186
C 3.0425 -0.6153 0.1032 -0.05 0.36 -0.16 0.2668
C 3.7859 0.4239 0.6424 -0.09 -0.16 -0.11 -0.2666
O 3.5515 -1.8754 0.2615 0.03 0.30 -0.32 -0.5008
C 2.6875 -2.8665 0.7824 -0.42 -0.21 0.66 -0.0866
C 2.2865 -2.5576 2.2251 0.17 -0.19 -0.27 -0.0864
O 1.4369 -1.4324 2.2353 -0.09 -0.05 -0.11 -0.5593
C 1.1291 -0.9825 3.5361 -0.14 0.37 0.13 -0.0883
C 0.4070 0.3677 3.4691 0.32 -0.43 0.10 -0.0844
O -0.9719 0.2546 3.2062 -0.22 0.04 0.04 -0.5344
C -1.3222 0.0822 1.8490 -0.14 0.18 -0.33 -0.1006
C -1.3926 1.4383 1.1220 0.18 -0.12 0.46 -0.0847
O -1.9007 1.3531 -0.1903 0.02 -0.08 -0.22 -0.5641
C -3.3104 1.2304 -0.2963 -0.18 0.21 -0.32 -0.1027
C -3.8185 2.0137 -1.5196 0.06 -0.13 0.42 -0.0775
O -3.8064 1.3000 -2.7286 0.00 -0.31 -0.21 -0.5353
C -2.5254 0.9551 -3.2294 0.22 -0.17 -0.17 -0.1057
C -2.4316 -0.5734 -3.3522 -0.26 0.24 0.08 -0.0781
O -1.2229 -1.0541 -3.8978 -0.04 0.00 -0.09 -0.5248
C -0.0411 -0.7596 -3.1877 0.28 -0.02 0.19 -0.0886
C -0.0866 -1.2112 -1.7173 -0.44 0.02 -0.35 -0.1158
O 1.2012 -1.3814 -1.1630 0.43 0.02 0.02 -0.5161
H 1.8714 3.0537 -0.2843 -0.02 0.07 -0.01 0.2287
H 0.5592 1.2492 -1.2673 -0.16 -0.03 -0.09 0.2288
H 4.6905 0.1848 1.1789 0.06 -0.05 0.05 0.2371
H 1.7911 -2.9743 0.1673 0.15 -0.06 0.08 0.2040
H 3.2695 -3.7899 0.7551 -0.10 0.05 0.03 0.1969
H 3.1877 -2.3484 2.8216 -0.06 -0.05 -0.03 0.1723
H 1.7752 -3.4300 2.6595 0.06 0.02 -0.03 0.1740
H 2.0579 -0.8586 4.1132 -0.05 0.00 -0.02 0.1714
H 0.4919 -1.7149 4.0528 0.05 0.07 0.02 0.1776
H 0.4721 0.8454 4.4496 0.10 -0.01 -0.09 0.1961
H 0.9097 0.9975 2.7265 0.06 0.03 0.03 0.1811
H -2.3137 -0.3804 1.8579 0.08 -0.01 -0.10 0.1828
H -0.6155 -0.5862 1.3461 -0.10 0.01 -0.04 0.1893
H -0.3879 1.8556 1.0178 -0.11 0.00 0.12 0.1944
H -1.9989 2.1268 1.7267 0.05 -0.03 -0.04 0.1704
H -3.6000 0.1761 -0.3930 -0.04 0.08 0.04 0.1801
H -3.7833 1.6432 0.6019 0.00 -0.01 0.00 0.1804
H -3.2308 2.9388 -1.6046 -0.08 -0.05 0.05 0.1747
H -4.8690 2.2702 -1.3653 0.09 0.04 0.08 0.1958
H -1.7482 1.3354 -2.5626 0.04 0.02 -0.07 0.1815
H -2.4031 1.4103 -4.2201 0.06 -0.04 0.11 0.1816
H -2.6275 -1.0214 -2.3693 -0.04 0.03 -0.03 0.1559
H -3.2045 -0.9170 -4.0434 -0.02 0.03 0.16 0.1981
H 0.7403 -1.3254 -3.7028 0.01 0.12 0.14 0.2019
H 0.2043 0.3084 -3.2601 0.02 -0.10 0.00 0.1628
H -0.5368 -2.2091 -1.6821 -0.04 0.16 -0.01 0.1984
H -0.6824 -0.5237 -1.1079 0.03 -0.09 0.00 0.1989



(3)
54
Properties=species:S:1:pos:R:3:forces:R:3:nbo_charge:R:1 method="wB97M-V/def2-TZVPD" mol_weight_g_mol=512.750 orbital_gap_ha="0.1568 / 0.2113" s2=2.025 lumo_energy_ev="2.49 / 2.48" multiplicity=3 total_charge=-1 de_lowest_kj_mol=386.4 e_homo_ev="-1.78 / -3.27"
O -0.2666 0.5961 -2.4315 2.28 -1.20 -0.26 -0.5515
C 0.8293 0.0404 -2.3226 -0.66 0.33 1.22 0.4484
C 1.0581 -1.4628 -2.4173 -0.49 -0.11 -0.42 -0.1591
C 0.2228 -2.3449 -1.7063 0.42 -0.18 -0.07 -0.1908
H -0.3524 -1.9596 -0.8600 -0.19 -0.16 -0.24 0.2874
C 0.2459 -3.7236 -1.9851 0.42 0.87 -0.54 -0.2047
H -0.3708 -4.3773 -1.3709 0.05 0.05 -0.31 0.2291
C 1.0637 -4.2015 -3.0336 -0.15 0.12 1.09 -0.2024
H 0.9699 -5.2534 -3.3252 0.31 0.40 0.09 0.2072
C 2.0527 -3.3649 -3.5670 -0.39 -0.20 -0.38 -0.2364
H 2.7875 -3.8100 -4.2595 -0.38 0.51 0.38 0.2103
C 2.0397 -1.9973 -3.2675 0.15 0.04 0.28 -0.1985
H 2.8285 -1.3423 -3.6416 -0.28 -0.14 -0.18 0.2087
H 1.7183 0.6428 -1.9718 -0.45 -0.27 -0.65 0.1258
C 2.4862 0.9714 1.7152 -0.26 0.01 0.09 -0.6461
C 1.9414 -0.2400 2.5342 1.31 0.62 -2.42 -0.2973
H 3.3917 0.6908 1.1206 -0.55 0.18 0.55 0.1861
H 2.7299 1.8119 2.3912 0.03 -0.23 -0.30 0.2044
H 1.7271 1.3649 0.9917 0.51 -0.24 0.43 0.1904
C 2.3642 -1.5351 2.0871 -0.46 0.39 0.09 -0.2152
C 3.4373 -2.4191 2.5938 0.11 0.03 1.13 -0.6700
H 1.8153 -1.8868 1.2068 0.18 0.00 0.07 0.1901
H 4.2202 -2.6967 1.8628 -0.32 0.21 0.06 0.1925
H 2.9839 -3.3527 2.9544 0.31 -0.11 0.07 0.2061
H 3.9089 -1.9057 3.4545 0.03 -0.46 -0.31 0.2034
Pd -0.1100 -0.2493 2.5363 -0.95 0.44 0.99 0.4495
Cl -1.2031 -1.9645 1.4147 -0.50 -1.27 -0.93 -0.7844
Cl 1.4312 0.4297 4.2788 1.41 -0.36 0.68 -0.2068
H -3.6378 -1.3677 -2.9263 0.20 -0.11 0.27 0.1711
H -5.0701 -1.4158 -0.6712 0.15 0.07 0.08 0.1645
C -2.8163 -1.4477 -2.1866 -0.04 0.34 -0.16 -0.4139
C -4.1329 -1.2796 -0.1067 0.12 -0.12 0.13 -0.4224
N -3.1235 -0.6963 -0.9750 -0.46 -0.18 -0.31 -0.4190
H -1.8968 -1.0580 -2.6466 -0.42 -0.15 0.19 0.2345
C -2.6920 0.5627 -0.7447 -0.32 -0.01 0.88 0.5247
O -2.9164 1.1781 0.3064 0.08 -0.24 -1.35 -0.6610
H -4.2940 -0.5997 0.7348 0.05 -0.26 -0.17 0.2495
H -2.1227 0.9842 -1.5931 -0.12 -0.11 0.43 0.1412
H -2.6674 -2.5143 -1.9400 -0.03 0.51 -0.01 0.2070
H -3.7932 -2.2553 0.2662 -0.02 0.32 -0.01 0.2232
H -0.4027 5.5597 2.3593 -0.05 -0.06 -0.03 0.1852
H -1.3008 5.4490 -0.2800 0.24 -0.12 -0.11 0.1854
C 0.3562 4.8850 1.9462 -0.01 0.17 0.14 -0.4199
C -0.4689 4.7345 -0.3947 0.02 -0.26 0.28 -0.3997
N -0.1804 4.0774 0.8696 0.22 0.69 -0.39 -0.4262
H 0.7191 4.2497 2.7579 -0.11 0.00 -0.29 0.2562
C -0.5986 2.8320 1.1265 0.17 -0.75 2.50 0.5353
O -0.5196 2.3670 2.2877 0.34 1.90 -2.77 -0.6498
H -0.7567 3.9608 -1.1170 0.09 0.30 0.05 0.2202
H -1.0210 2.2874 0.2766 0.03 -0.07 0.17 0.1730
H 1.1719 5.5028 1.5677 0.06 -0.04 -0.06 0.1851
H 0.4285 5.2677 -0.7388 -0.27 -0.12 -0.07 0.1898
O -2.5502 1.4501 3.6132 1.13 -0.72 -0.25 -0.5415
C -1.6646 0.8257 3.2260 -2.53 -0.23 0.64 0.5314



(4)
74
Properties=species:S:1:pos:R:3:forces:R:3:lowdin_charge:R:1 method="wB97M-V/def2-TZVPD" mol_weight_g_mol=783.327 orbital_gap_ha=0.3893 smiles="CCOP(=O)(CCCNC(=O)OP(=O)(O)O)OCC.FC(F)C(F)(F)COC(F)(F)C(F)F.FC(F)C(F)(F)COC(F)(F)C(F)F" lumo_energy_ev=0.53 total_charge=0 e_homo_ev=-10.06
C 0.5787 -6.3925 -0.5246 0.02 0.12 -0.25 -0.0739
C 1.0700 -6.0558 -1.9229 0.23 -0.60 0.23 -0.2614
O -0.0016 -5.7588 -2.8422 0.51 0.55 -0.04 -0.1978
P -0.7416 -4.3559 -2.7080 -0.87 -0.42 0.41 0.4753
O -1.6969 -4.2911 -1.5881 0.19 0.29 -0.10 -0.2366
C -1.5704 -4.2174 -4.3012 0.04 -0.67 -0.01 -0.1995
C -2.9748 -4.8431 -4.2081 -0.06 0.57 -0.02 -0.2166
C -4.0193 -3.8350 -3.7227 0.06 -0.37 -0.16 -0.1840
N -5.3757 -4.2197 -4.2041 0.24 -0.29 0.02 0.0515
C -6.4192 -3.8275 -3.3527 -0.15 0.01 -0.15 -0.5590
O -6.9608 -2.7758 -3.3302 -0.33 0.31 -0.14 0.1854
O -6.8841 -4.8663 -2.5582 0.10 0.03 0.33 -0.0530
P -6.0398 -5.2793 -1.2577 0.26 0.37 0.21 0.3293
O -5.4532 -4.1579 -0.5234 -0.10 -0.38 -0.19 -0.2140
O -5.0118 -6.3367 -1.8354 -0.05 -0.04 -0.01 -0.0739
O -7.0949 -6.1241 -0.4375 0.10 -0.02 0.00 -0.0737
O 0.4527 -3.3109 -2.6419 -0.14 0.09 -0.24 -0.2052
C 0.0991 -1.9223 -2.4526 0.67 0.52 0.31 -0.2458
C -0.2695 -1.5816 -1.0166 -0.79 -0.33 -0.27 -0.0656
H 0.3672 -5.5076 0.0695 -0.06 0.06 0.00 0.0703
H -0.3354 -6.9765 -0.6052 -0.01 -0.10 0.11 0.0834
H 1.3504 -6.9829 -0.0322 -0.03 -0.01 0.14 0.0757
H 1.5692 -6.9307 -2.3360 -0.11 -0.02 -0.18 0.1145
H 1.8082 -5.2559 -1.9117 -0.13 0.20 -0.08 0.1086
H -1.6083 -3.1873 -4.6494 0.03 0.09 -0.01 0.0878
H -0.9811 -4.8063 -5.0054 0.13 0.21 -0.08 0.0962
H -3.2854 -5.1755 -5.1990 0.07 -0.15 -0.02 0.1106
H -2.9366 -5.6893 -3.5242 -0.16 -0.18 -0.13 0.0979
H -3.7600 -2.8556 -4.1284 -0.10 0.18 0.16 0.1232
H -4.0252 -3.7807 -2.6358 0.09 0.10 0.05 0.0996
H -5.5524 -3.7992 -5.1068 0.06 0.13 -0.02 0.1329
H -5.1719 -6.5203 -2.7700 0.05 -0.04 -0.03 0.0892
H -7.1003 -5.7804 0.4651 -0.19 -0.04 0.06 0.0961
H 0.9951 -1.3692 -2.7303 0.08 -0.13 -0.10 0.1165
H -0.6802 -1.6161 -3.1515 -0.14 -0.18 -0.05 0.1074
H 0.1963 -2.2787 -0.3256 0.30 0.17 0.06 0.0852
H -1.3433 -1.7032 -0.8786 0.00 -0.02 0.10 0.0737
H -0.0142 -0.5503 -0.7948 0.18 0.01 0.08 0.0493
F 2.9226 3.3717 -2.2586 -0.03 -0.08 0.10 0.0990
C 2.7741 4.7081 -2.1864 0.01 0.12 -0.13 -0.3072
F 3.9570 5.2789 -2.5092 -0.03 -0.02 0.00 0.0990
C 2.3896 5.1594 -0.7740 0.17 -0.19 0.34 -0.4341
F 3.4123 4.9000 0.0757 -0.05 -0.02 -0.05 0.1244
F 2.2696 6.5144 -0.8667 -0.07 0.06 -0.06 0.1070
C 1.0630 4.6623 -0.1792 -0.65 0.18 -0.03 -0.0428
O 1.0949 3.5771 0.7277 0.55 -0.08 -0.29 0.0380
C 1.0620 2.2756 0.3178 -0.27 0.17 0.06 -0.5474
F 0.8148 2.1506 -1.0005 0.11 0.05 -0.05 0.1466
F 0.0390 1.6731 0.9658 -0.09 -0.06 0.02 0.1455
C 2.3285 1.5159 0.7280 0.10 -0.08 0.11 -0.2842
F 3.4280 2.1022 0.2165 -0.03 0.03 -0.11 0.1061
F 2.2485 0.2557 0.2419 0.04 -0.01 0.00 0.0951
H 2.0189 5.0306 -2.9082 -0.01 -0.02 0.01 0.1731
H 0.7100 5.4861 0.4315 0.05 0.10 0.02 0.1325
H 0.3118 4.5203 -0.9573 0.17 -0.15 -0.15 0.1497
H 2.4123 1.4860 1.8150 -0.05 0.00 0.00 0.1655
F 1.9254 7.1713 6.2555 0.01 -0.06 -0.11 0.0987
C 2.6147 6.7528 7.3339 -0.02 0.04 0.16 -0.3091
F 3.1640 7.8355 7.9286 -0.02 -0.02 -0.02 0.0995
C 3.7419 5.7906 6.9446 0.17 0.08 -0.36 -0.4423
F 4.6693 6.4366 6.2095 -0.06 0.00 0.03 0.1382
F 4.3222 5.4457 8.1322 -0.03 -0.05 0.09 0.0997
C 3.3672 4.4608 6.2712 -0.08 -0.58 0.18 -0.0386
O 3.4868 4.3618 4.8644 0.22 0.56 -0.03 0.0534
C 2.4834 4.6994 4.0021 -0.10 -0.32 0.32 -0.5363
F 1.3260 4.9533 4.6383 0.02 0.15 0.02 0.1579
F 2.2660 3.6238 3.2099 0.01 0.03 -0.03 0.1398
C 2.9018 5.8628 3.0958 0.11 0.16 -0.19 -0.2714
F 3.2348 6.9321 3.8412 -0.06 0.00 0.07 0.1100
F 1.8629 6.2179 2.2972 0.02 -0.11 0.15 0.0960
H 1.9299 6.2736 8.0390 0.00 -0.01 -0.02 0.1726
H 4.1152 3.7598 6.6375 0.02 0.02 0.01 0.1493
H 2.4014 4.0954 6.6215 -0.09 0.20 -0.03 0.1480
H 3.7513 5.5770 2.4759 -0.01 -0.08 -0.02 0.1695



(5)
56
Properties=species:S:1:pos:R:3:forces:R:3:nbo_charge:R:1 method="wB97M-V/def2-TZVPD" mol_weight_g_mol=451.561 orbital_gap_ha=0.2985 smiles="CCOCN(CCCCCCCSc1nnco1)S(=O)(=O)F.Fc1ccccc1" lumo_energy_ev=-0.65 total_charge=0 e_homo_ev=-8.77
C 0.6952 2.4633 5.9059 -0.47 1.38 -0.47 -0.6479
C -0.0502 2.7059 4.4287 -0.73 -1.07 2.19 -0.1021
O -0.1129 4.1653 4.2521 0.13 -0.41 -2.93 -0.5412
C -0.0090 4.5655 2.8408 1.89 0.47 0.74 0.0880
N -1.0312 3.9423 1.9170 -1.01 1.44 -0.26 -0.6488
C -0.8863 4.4129 0.4839 0.52 -0.55 -2.27 -0.2637
C -1.2973 3.1351 -0.5129 -0.10 -0.21 0.00 -0.4264
C -0.7967 1.7310 0.1799 -0.06 -0.59 0.18 -0.4303
C -0.9542 0.4054 -0.8181 -0.08 1.39 -0.31 -0.4182
C -2.4835 -0.1858 -0.8193 0.17 0.11 0.01 -0.4244
C -2.9791 -0.8390 0.6005 -0.14 -0.21 -0.62 -0.4282
C -1.9658 -1.9548 1.2454 -0.21 1.44 1.97 -0.5569
S -1.5349 -3.3867 0.1183 2.33 0.28 0.21 0.2642
C 0.3519 -3.6223 0.0671 2.61 -1.13 -1.01 0.3148
N 1.0703 -4.6660 -0.7776 -1.38 4.96 4.16 -0.2901
N 2.4285 -4.4847 -0.5693 -1.48 5.68 4.71 -0.2465
C 2.5857 -3.3262 0.4059 -1.45 -3.20 -2.80 0.2013
O 1.2793 -2.7504 0.8453 1.28 -4.75 -4.08 -0.4631
S -2.6688 4.1001 2.5016 -3.59 -1.34 5.07 2.2602
O -2.8852 5.2041 3.5637 1.21 -3.85 -4.71 -0.8055
O -3.1602 2.6811 2.9446 2.09 5.57 -2.47 -0.8324
F -3.7023 4.5309 1.1577 2.50 -0.79 2.14 -0.4824
H 0.1902 3.2706 6.6249 1.04 -1.93 -1.47 0.2284
H 1.8292 2.7638 5.8444 -2.17 -0.88 0.10 0.2135
H 0.5143 1.3867 6.3295 0.46 2.11 -0.97 0.2242
H 0.4660 2.1213 3.5554 -0.96 1.32 1.52 0.1889
H -1.1752 2.3481 4.6059 2.51 0.53 -0.83 0.2087
H 0.0106 5.7329 2.6992 -0.30 -2.21 0.91 0.2090
H 1.0551 4.1812 2.4654 -2.38 0.57 0.35 0.1960
H -1.4770 5.3955 0.2331 1.01 -1.97 0.62 0.2343
H 0.2511 4.6439 0.2206 -2.34 -0.56 1.13 0.2317
H -2.4614 3.0985 -0.7263 2.43 0.19 0.54 0.2279
H -0.7430 3.2686 -1.5615 -1.21 -0.22 2.33 0.2211
H -1.4204 1.4445 1.1565 1.44 1.08 -2.03 0.2272
H 0.3382 1.9087 0.4946 -2.35 -0.60 -0.64 0.2029
H -0.1452 -0.3954 -0.5175 -1.71 1.51 -0.73 0.2196
H -0.7497 0.8306 -1.9148 -0.23 -1.30 2.26 0.2123
H -3.2280 0.6957 -1.0986 1.53 -1.87 0.60 0.2183
H -2.5517 -0.9913 -1.6667 0.08 1.49 1.63 0.2256
H -4.0294 -1.3484 0.4089 2.12 1.10 0.46 0.2212
H -3.1176 0.0091 1.4003 0.25 -1.72 -1.44 0.2397
H -1.0158 -1.3837 1.6697 -1.83 -1.48 -1.08 0.2517
H -2.5321 -2.4228 2.1863 1.38 0.94 -2.08 0.2439
H 3.6385 -2.9232 0.7453 -2.78 -0.69 -0.53 0.2391
F 1.3675 -4.4339 -7.5010 -0.15 -0.01 -0.24 -0.3237
C 2.1138 -4.4032 -6.3890 0.63 0.02 0.95 0.3972
C 1.4898 -4.3530 -5.1473 0.01 0.00 -0.08 -0.2886
C 2.2665 -4.3262 -3.9890 0.26 0.04 -0.29 -0.1898
C 3.6601 -4.3389 -4.0859 -0.04 0.02 -0.05 -0.2315
C 4.2771 -4.3842 -5.3370 -0.42 0.00 0.14 -0.1957
C 3.5001 -4.4223 -6.4945 -0.04 0.01 -0.09 -0.2933
H 0.4063 -4.3353 -5.0919 0.10 -0.02 -0.04 0.2260
H 1.7882 -4.2947 -3.0132 0.09 -0.04 -0.31 0.2349
H 4.2655 -4.3134 -3.1824 -0.15 -0.03 -0.15 0.2192
H 5.3620 -4.3899 -5.4100 -0.20 -0.02 -0.03 0.2148
H 3.9631 -4.4668 -7.4747 -0.09 0.02 0.07 0.2250